{
  "formula": "C20H21Cl8GeMnNS3SbSi",
  "method": "ωB97M-V/def2-TZVPD",
  "lumo_ev": [0.491, 0.498],
  "mol_weight_g_mol": 932.61,
  "multiplicity": 4,
  "e_above_lowest_kj_mol": 2081.7,
  "total_charge": -1,
  "elements": ["Mn", "S", "Sb", "S", "S", "C", "N", "C", "C", "C", "C", "C", "C", "C", "C", "H", "H", "H", "H", "H", "H", "H", "H", "H", "H", "H", "H", "C", "Si", "C", "C", "C", "C", "H", "H", "H", "H", "H", "H", "H", "H", "H", "Cl", "Ge", "Cl", "Cl", "Cl", "C", "C", "C", "Cl", "C", "Cl", "C", "Cl", "C", "Cl"],
  "positions_angstrom": [[0.975, -0.269, -0.187], [5.186, -2.100, 1.387], [4.195, -0.473, 0.181], [2.222, 0.249, 1.513], [2.354, -1.691, -1.100], [-3.569, -4.874, -1.697], [-3.547, -3.421, -1.414], [-4.906, -2.862, -1.210], [-2.509, -2.723, -1.260], [-0.247, -0.732, -1.733], [-0.140, -0.889, -3.053], [0.944, -0.375, -3.873], [1.783, 0.634, -3.601], [1.755, 1.566, -2.497], [1.358, 1.428, -1.212], [-4.311, -5.075, -2.469], [-3.838, -5.417, -0.791], [-2.583, -5.178, -2.028], [-5.547, -3.117, -2.055], [-4.814, -1.787, -1.101], [-5.325, -3.293, -0.300], [-0.237, -2.877, -1.233], [-1.896, -0.804, -0.255], [-0.912, -1.457, -3.575], [1.043, -0.865, -4.834], [2.501, 0.877, -4.377], [2.078, 2.567, -2.775], [1.653, 4.624, 3.140], [1.268, 5.074, 1.372], [2.615, 6.222, 0.751], [-0.393, 5.906, 1.207], [1.283, 3.587, 0.301], [1.296, 2.610, -0.415], [1.757, 5.527, 3.746], [2.591, 4.066, 3.185], [0.873, 3.994, 3.577], [2.635, 7.144, 1.339], [2.458, 6.489, -0.296], [3.594, 5.745, 0.830], [-0.406, 6.855, 1.750], [-1.186, 5.270, 1.601], [-0.608, 6.111, 0.157], [-1.375, 2.781, 2.256], [-1.127, 1.128, 0.838], [-2.867, -0.164, 1.757], [-2.422, 1.834, -0.881], [0.607, -1.648, 3.714], [0.788, -2.969, 2.662], [0.079, -3.105, 1.365], [-0.586, -2.078, 0.815], [-1.140, -1.874, -0.772], [0.277, -4.522, 0.997], [-0.201, -5.256, -0.475], [1.106, -5.089, 1.890], [1.754, -6.657, 1.810], [1.393, -4.128, 2.962], [2.267, -4.517, 4.366]]
}